Entry 1:
The following is a DFT calculation (ωB97M-V/def2-TZVPD) of a molecular structure, C36H36FFeN8O5S.

Properties
**HOMO**: -0.313 hartree
**Gap between HOMO and LUMO**: 4.873 eV
**Expectation value of S²**: 6.010

ORCA input file:
```
! wB97M-V def2-TZVPD RIJCOSX def2/J DEFGRID3
* xyz 1 5
Fe -0.960 2.339 -0.834
O 2.492 8.514 -0.156
C 1.248 8.443 -0.180
O 0.358 9.301 -0.048
C 0.712 7.016 -0.414
C -0.648 6.760 -0.488
C -1.091 5.461 -0.675
N -0.246 4.439 -0.792
C 1.064 4.688 -0.776
C 1.584 5.950 -0.584
C 1.887 3.501 -1.093
C 3.269 3.464 -0.934
C 3.958 2.346 -1.351
C 3.257 1.285 -1.915
C 1.885 1.386 -1.995
N 1.206 2.466 -1.592
C -2.518 5.095 -0.852
C -3.554 5.989 -0.622
C -4.847 5.600 -0.916
C -5.070 4.328 -1.418
C -3.987 3.481 -1.576
N -2.729 3.852 -1.300
H -1.315 7.610 -0.412
H 2.644 6.174 -0.584
H 3.783 4.309 -0.496
H 5.035 2.302 -1.249
H 3.763 0.402 -2.283
H 1.294 0.579 -2.414
H -3.344 6.975 -0.232
H -5.671 6.285 -0.756
H -6.063 3.988 -1.678
H -4.113 2.470 -1.932
C -1.973 -5.360 0.568
C -1.608 -4.801 -0.796
N -1.109 -3.415 -0.721
C -1.995 -2.405 -0.851
C -1.706 -1.084 -0.720
C -2.821 -0.084 -0.926
O -3.970 -0.483 -0.779
O -2.464 1.099 -1.258
C -0.384 -0.697 -0.358
O -0.057 0.469 -0.103
C 0.595 -1.791 -0.230
C 1.920 -1.494 0.089
C 2.832 -2.497 0.221
F 4.126 -2.183 0.455
C 2.471 -3.849 0.106
C 1.158 -4.144 -0.197
C 0.210 -3.128 -0.397
N 3.390 -4.917 0.310
C 4.570 -4.703 1.133
C 5.066 -6.036 1.656
N 5.371 -6.938 0.482
C 4.155 -7.115 -0.395
C 3.690 -5.748 -0.847
H -2.355 -6.376 0.470
H -2.746 -4.749 1.035
H -1.109 -5.378 1.236
H -2.474 -4.784 -1.454
H -0.858 -5.412 -1.292
H -3.014 -2.691 -1.084
H 2.218 -0.459 0.215
H 0.865 -5.185 -0.231
H 4.321 -4.084 1.991
H 5.379 -4.197 0.588
H 4.306 -6.539 2.250
H 5.979 -5.930 2.237
H 5.723 -7.840 0.800
H 6.114 -6.508 -0.073
H 3.399 -7.599 0.219
H 4.429 -7.761 -1.226
H 2.808 -5.872 -1.468
H 4.468 -5.287 -1.478
C -4.283 3.249 1.979
N -3.613 1.975 2.114
C -4.376 0.752 2.369
C -3.284 -0.316 2.551
N -2.062 0.476 2.405
C -2.300 1.767 2.086
S -1.076 2.905 1.754
H -5.076 3.167 1.238
H -3.562 3.994 1.658
H -4.714 3.556 2.934
H -5.018 0.531 1.517
H -4.995 0.875 3.259
H -3.359 -1.083 1.782
H -3.324 -0.783 3.533
H -1.158 0.093 2.192
*
```

These are the Mulliken partial charges, in e, on atoms 1 to 2: 0.537, -0.728

---

Entry 2:
The following is a DFT calculation (ωB97M-V/def2-TZVPD) of a molecular structure, C19H12Cl3N6O3PtS2 in a non-equilibrium geometry.

Properties
**HOMO (spin up / spin down)**: -0.165 / -0.165 hartree
**Gap between HOMO and LUMO (spin up / spin down)**: 5.648 / 5.651 eV

ORCA input file:
```
! wB97M-V def2-TZVPD RIJCOSX def2/J DEFGRID3
* xyz -1 1
Pt 0.709 0.223 0.325
C 2.441 -1.682 -1.669
C 3.214 -1.289 -0.452
C 4.611 -1.532 -0.420
C 5.326 -1.267 0.705
C 4.665 -0.758 1.845
C 5.317 -0.536 3.078
C 4.598 -0.090 4.154
C 3.222 0.177 4.032
C 2.566 -0.003 2.835
S 0.843 0.362 2.679
C 3.287 -0.498 1.733
N 2.588 -0.756 0.586
H 2.824 -2.625 -2.061
H 2.531 -0.920 -2.444
H 1.382 -1.777 -1.442
H 5.080 -1.952 -1.300
H 6.389 -1.469 0.754
H 6.380 -0.728 3.151
H 5.088 0.075 5.104
H 2.666 0.550 4.884
S -1.341 0.886 1.585
C -2.303 -0.463 -1.277
N -5.224 -0.571 0.341
C -5.622 -1.369 -0.552
C -5.093 -1.854 -1.851
C -3.940 -1.747 -2.504
N -2.741 -1.142 -2.143
H -4.239 1.121 2.123
H -6.704 -1.563 -0.451
H -5.816 -2.448 -2.400
H -3.883 -2.183 -3.494
Cl -3.444 0.442 0.590
C -3.451 2.126 0.038
Cl -4.844 2.659 -0.778
Cl -4.431 1.425 3.390
C -2.428 2.991 0.464
O -2.438 4.182 0.253
O -1.305 2.489 1.163
O 0.793 0.616 -1.792
N -0.022 1.638 -1.799
C -0.908 1.746 -2.733
C -1.026 0.783 -3.803
N -1.116 0.032 -4.669
C -1.757 2.899 -2.799
N -2.445 3.801 -2.979
*
```

These are the Mulliken partial charges, in e, on atoms 1 to 2: 0.647, -1.759

---

Entry 3:
The following is a DFT calculation (ωB97M-V/def2-TZVPD) of a gas-phase ion, C6H8N (charge +1) in a non-equilibrium geometry.

Properties
**HOMO (spin up / spin down)**: -0.439 / -0.570 hartree
**Gap between HOMO and LUMO (spin up / spin down)**: 7.999 / 6.506 eV
**Expectation value of S²**: 2.010

ORCA input file:
```
! wB97M-V def2-TZVPD RIJCOSX def2/J DEFGRID3
* xyz 1 3
C -1.542 -0.675 -0.038
C -1.870 0.651 0.210
C 1.257 -0.885 0.884
C 0.648 -1.394 -0.420
C 0.951 0.048 -0.196
C 0.979 1.253 -0.711
N -0.749 -1.458 -0.392
H -0.898 1.164 0.328
H -2.393 1.091 -0.643
H 0.659 -0.904 1.784
H 2.294 -1.147 1.047
H 1.145 -2.093 -1.073
H 1.372 2.089 -0.151
H -2.501 0.805 1.090
H 0.648 1.456 -1.718
*
```

These are the Mulliken partial charges, in e, on atoms 1 to 2: 0.451, -0.689

---

Entry 4:
The following is a DFT calculation (ωB97M-V/def2-TZVPD) of 7 unconnected molecules or ions with the total composition C30H80B2F8N5O10 in a non-equilibrium geometry.

Properties
**HOMO**: -0.406 hartree
**Gap between HOMO and LUMO**: 6.649 eV

ORCA input file:
```
! wB97M-V def2-TZVPD RIJCOSX def2/J DEFGRID3
* xyz 3 1
C -7.561 -10.173 -0.216
O -7.324 -8.788 -0.397
C -7.476 -8.277 -1.733
C -7.057 -6.815 -1.682
N -7.367 -6.162 -0.285
H -8.365 -6.035 -0.191
H -7.186 -6.954 0.314
C -6.492 -4.948 0.197
C -6.905 -4.620 1.648
O -6.520 -5.734 2.519
C -5.247 -5.670 3.233
H -7.562 -10.410 0.848
H -6.650 -10.604 -0.631
H -8.480 -10.519 -0.689
H -8.466 -8.490 -2.136
H -6.874 -8.725 -2.524
H -7.615 -6.072 -2.252
H -6.019 -6.584 -1.919
H -6.760 -4.180 -0.528
H -5.465 -5.303 0.105
H -7.976 -4.420 1.665
H -6.445 -3.684 1.965
H -5.308 -4.873 3.974
H -4.358 -5.537 2.615
H -4.998 -6.558 3.812
C 3.227 -10.810 -12.344
O 3.210 -9.486 -11.812
C 4.511 -8.848 -12.120
C 4.389 -7.457 -11.448
N 4.086 -7.517 -9.935
H 3.199 -7.957 -9.734
H 4.774 -8.102 -9.485
C 4.190 -6.113 -9.252
C 3.643 -6.387 -7.798
O 2.259 -6.498 -8.126
C 1.444 -5.364 -7.953
H 4.130 -11.198 -12.818
H 2.364 -11.120 -12.933
H 3.193 -11.431 -11.449
H 4.618 -8.684 -13.193
H 5.413 -9.410 -11.878
H 3.495 -6.992 -11.862
H 5.161 -6.720 -11.669
H 3.718 -5.295 -9.794
H 5.226 -5.773 -9.237
H 3.729 -5.552 -7.102
H 4.003 -7.351 -7.438
H 1.680 -4.335 -8.223
H 1.181 -5.468 -6.900
H 0.566 -5.533 -8.576
C -4.463 7.746 -0.796
O -5.191 7.121 -1.828
C -6.496 6.867 -1.265
C -7.459 6.286 -2.313
N -6.860 4.977 -2.728
H -6.024 5.149 -3.269
H -6.494 4.515 -1.908
C -7.845 4.002 -3.440
C -7.233 3.480 -4.770
O -6.850 4.548 -5.606
C -7.871 5.526 -5.950
H -3.796 8.340 -1.421
H -4.018 7.098 -0.041
H -4.965 8.640 -0.426
H -7.022 7.800 -1.061
H -6.514 6.158 -0.437
H -7.511 7.075 -3.062
H -8.460 6.122 -1.914
H -8.046 3.241 -2.686
H -8.777 4.551 -3.576
H -7.737 2.648 -5.263
H -6.334 2.921 -4.512
H -8.698 5.035 -6.462
H -7.487 6.185 -6.728
H -8.257 6.171 -5.160
C 13.761 0.784 2.044
O 12.814 -0.048 2.598
C 12.881 -0.239 4.042
C 12.278 -1.550 4.609
N 10.790 -1.593 4.078
H 10.248 -0.785 4.351
H 10.786 -1.619 3.069
C 10.160 -2.974 4.547
C 8.837 -3.207 3.770
O 9.111 -2.683 2.546
C 7.979 -2.643 1.691
H 13.609 1.239 1.065
H 14.676 0.216 1.875
H 14.072 1.547 2.758
H 12.419 0.662 4.446
H 13.833 -0.033 4.533
H 12.293 -1.636 5.696
H 12.763 -2.406 4.141
H 10.108 -3.011 5.635
H 10.803 -3.802 4.247
H 7.958 -2.835 4.296
H 8.718 -4.291 3.751
H 8.299 -2.087 0.810
H 7.234 -2.000 2.160
H 7.750 -3.675 1.425
C 0.195 12.268 9.364
O 0.355 11.523 10.518
C 1.615 11.667 11.172
C 2.854 11.047 10.437
N 2.385 9.643 9.845
H 1.990 8.971 10.488
H 1.617 9.845 9.221
C 3.379 8.842 8.912
C 2.773 7.540 8.296
O 1.540 7.893 7.634
C 1.008 6.689 6.945
H -0.808 12.382 8.954
H 0.808 11.872 8.555
H 0.490 13.290 9.605
H 1.677 11.136 12.122
H 1.728 12.712 11.461
H 3.697 10.914 11.115
H 3.153 11.754 9.663
H 4.211 8.644 9.588
H 3.632 9.592 8.162
H 2.462 6.824 9.057
H 3.573 7.160 7.661
H 1.620 6.437 6.079
H 0.130 6.786 6.306
H 0.753 5.731 7.398
B -11.422 1.976 2.090
F -12.016 2.965 2.766
F -11.562 0.836 2.902
F -11.990 1.737 0.881
F -10.129 2.317 1.941
B -2.069 0.973 -0.266
F -1.339 -0.018 0.387
F -2.656 0.581 -1.487
F -3.035 1.425 0.663
F -1.327 2.054 -0.627
*
```

These are the Mulliken partial charges, in e, on atoms 1 to 2: -0.776, -0.344